[1]
The following is a DFT calculation (ωB97M-V with the def2-TZVPD basis set) of a gas-phase ion, C5H12NO (charge -2) at a distorted geometry.

Geometry (Å):
O 1.188 0.831 1.595
N 0.289 -1.470 -1.608
C -0.858 1.506 0.532
C -0.172 -0.110 -1.291
C -1.008 0.073 -0.025
C 0.080 1.543 1.768
C 1.266 -1.994 -0.671
H 2.205 -1.445 -0.762
H -0.483 1.176 2.666
H -0.567 -0.541 0.760
H 0.766 0.398 -1.028
H 0.974 -1.920 0.378
H 0.292 2.634 1.947
H -1.850 1.920 0.795
H 1.469 -3.028 -0.969
H -2.040 -0.258 -0.186
H -0.466 2.220 -0.203
H -0.511 0.478 -2.150
H -0.574 -2.013 -1.547

Results
LUMO energy (spin up / spin down) = 7.088 / 7.103 eV
Orbital gap (spin up / spin down) = 2.625 / 6.722 eV
Net charge = -2
Total energy = -8911.735 eV
E_HOMO (spin up / spin down) = 4.46 / 0.38 eV
Spin multiplicity = 2

[2]
The following is a DFT calculation (ωB97M-V with the def2-TZVPD basis set) of 6 unconnected molecules or ions with the total composition H12O6.

Geometry (Å):
O 0.353 0.019 -1.313
O 4.915 2.091 1.075
O 2.884 -0.607 3.817
O -4.457 -2.752 -1.419
O -2.809 1.933 -3.603
O -1.910 -1.176 2.340
H -1.446 -1.633 3.042
H -0.084 0.707 -1.816
H -3.879 -2.131 -0.976
H -3.212 1.565 -4.388
H 5.474 1.628 0.450
H 1.181 0.413 -1.038
H 5.173 3.009 0.993
H 3.051 0.156 3.263
H -3.989 -3.587 -1.379
H -2.474 2.785 -3.882
H 2.517 -1.260 3.221
H -1.288 -1.160 1.612

Results
SMILES string = O.O.O.O.O.O
LUMO energy = 0.267 eV
Orbital gap = 11.564 eV
Total energy = -12479.359 eV
E_HOMO = -11.30 eV

[3]
The following is a DFT calculation (ωB97M-V with the def2-TZVPD basis set) of a molecular structure, C41H47Cl5N5O3SSiTi at a distorted geometry.

Geometry (Å):
Ti 0.798 -1.359 -1.054
Cl 0.892 -1.346 -7.765
Cl -0.385 -3.803 -3.128
Cl 2.579 0.731 -3.055
Cl 2.449 0.851 -6.157
Cl -0.496 -3.685 -6.210
S 0.022 1.150 -0.745
Si -0.913 2.290 0.738
O -1.848 1.386 1.740
O -1.843 3.452 0.051
O 0.188 3.064 1.690
N 2.861 0.545 0.096
N 2.134 -2.993 -1.286
N 0.024 -2.660 0.209
N -1.320 -1.316 -1.577
N 2.524 -0.753 0.351
C 0.986 -1.450 -3.193
C -4.094 -1.085 -1.589
C -1.336 -2.438 0.515
C 0.944 -1.396 -6.040
C 1.882 -6.467 -0.025
C 0.752 -6.323 0.710
C 2.386 -5.336 -0.723
C 0.371 -2.447 -3.959
C -3.388 4.759 -1.156
C 4.730 -0.379 0.666
C 4.158 0.802 0.225
C -1.524 1.908 4.107
C 3.767 -2.705 1.260
C -3.433 -2.669 1.704
C 1.637 -0.469 -3.935
C 2.020 4.240 2.575
C -1.616 0.813 3.051
C 0.562 -3.946 0.218
C 1.733 -4.101 -0.602
C 0.323 -2.434 -5.348
C -3.254 3.628 -0.152
C 3.188 -3.070 -2.044
C -2.020 -2.830 1.624
C 1.448 4.495 0.147
C 0.895 4.310 1.561
C -2.060 -1.774 -0.525
C 3.918 -4.255 -2.214
C -3.897 4.002 1.179
C -4.142 -2.124 0.683
C -3.348 -0.653 -2.638
C -0.050 5.450 1.911
C -3.874 2.359 -0.718
C -2.824 -0.060 3.325
C -3.454 -1.655 -0.471
C 0.082 -5.074 0.832
C 3.504 -5.381 -1.568
C 4.766 2.128 -0.109
C -0.341 -0.027 3.016
C 3.683 -1.306 0.738
C 1.624 -0.413 -5.327
C -1.949 -0.767 -2.578
H -5.224 -2.032 0.735
H 0.542 0.613 2.902
H 5.771 -0.553 0.909
H -0.677 2.566 3.909
H 2.798 -3.059 1.602
H 1.612 4.196 3.592
H 2.610 3.336 2.411
H -3.427 2.134 -1.691
H -2.442 2.508 4.106
H -2.872 4.496 -2.085
H 4.827 2.262 -1.191
H 0.489 6.404 1.922
H 4.143 -3.401 0.504
H 0.638 4.513 -0.589
H 2.118 3.671 -0.122
H -0.830 -5.026 1.406
H 4.028 -6.321 -1.704
H -0.373 -0.717 2.170
H 4.185 2.953 0.294
H -3.392 4.873 1.609
H -2.894 -0.851 2.572
H -0.238 -0.604 3.941
H -0.489 5.284 2.901
H 3.480 -2.161 -2.550
H -2.750 -0.516 4.319
H -1.336 -0.376 -3.374
H -4.955 4.246 1.039
H -2.935 5.673 -0.756
H -0.858 5.510 1.175
H 2.084 1.160 -0.148
H 2.673 5.116 2.496
H -3.737 0.544 3.280
H -3.806 -0.204 -3.509
H 4.457 -2.730 2.100
H -1.403 1.459 5.098
H -3.950 -3.006 2.596
H 2.002 5.437 0.083
H -1.482 -3.265 2.458
H -3.700 1.506 -0.051
H 0.341 -7.186 1.228
H -4.954 2.492 -0.846
H 2.388 -7.422 -0.107
H 5.775 2.189 0.295
H -3.818 3.168 1.886
H -4.443 4.958 -1.376
H -5.176 -0.990 -1.597
H 4.776 -4.260 -2.873

Results
LUMO energy (spin up / spin down) = -0.439 / -0.387 eV
Orbital gap (spin up / spin down) = 6.926 / 7.320 eV
Total energy = -161322.543 eV
E_HOMO (spin up / spin down) = -7.36 / -7.71 eV
Spin multiplicity = 2

[4]
The following is a DFT calculation (ωB97M-V with the def2-TZVPD basis set) of 2 unconnected molecules or ions with the total composition F2H2N2 at a distorted geometry.

Geometry (Å):
F -1.888 0.155 0.352
F 1.178 -1.291 0.206
N -0.913 0.143 -0.591
N 0.209 0.308 -0.087
H 0.570 0.435 0.907
H 0.844 0.250 -0.787

Results
LUMO energy (spin up / spin down) = -0.681 / -0.682 eV
Orbital gap (spin up / spin down) = 9.764 / 9.759 eV
Total energy = -8442.465 eV
E_HOMO (spin up / spin down) = -10.44 / -10.44 eV

[5]
The following is a DFT calculation (ωB97M-V with the def2-TZVPD basis set) of a single C22H32N2O5 molecule.

Geometry (Å):
O 5.922 0.563 1.402
O -2.526 1.209 -0.742
O -5.926 -1.750 -0.896
O -3.495 -1.686 1.578
O 3.440 0.417 -2.587
N -4.605 0.146 0.891
N 3.722 -0.289 -0.462
C 1.525 0.437 -1.202
C -3.051 2.179 0.149
C -4.162 -1.118 0.731
C 5.144 -0.485 -0.680
C -1.183 1.016 -0.833
C -4.561 -1.843 -0.557
C -0.210 1.769 -0.183
C 5.571 -1.908 -0.305
C 1.130 1.476 -0.371
C -4.530 2.330 -0.215
C 2.974 0.184 -1.483
C -5.233 0.965 -0.123
C -0.785 -0.022 -1.677
C -2.920 1.740 1.621
C 3.209 -0.676 0.833
C 3.547 -2.139 1.119
C 5.975 0.618 -0.007
C -4.137 0.901 2.033
C -6.765 -2.425 0.009
C 6.698 1.561 2.010
C 0.551 -0.299 -1.868
C 5.059 -2.323 1.070
H 7.020 0.520 -0.341
H 5.296 -0.344 -1.759
H 6.588 1.431 3.085
H 6.354 2.563 1.725
H 1.877 2.071 0.135
H 6.659 -1.971 -0.342
H 5.166 -2.591 -1.056
H 3.069 -2.774 0.370
H -2.829 2.613 2.268
H -4.979 3.053 0.467
H 5.523 -1.700 1.835
H 3.157 -2.412 2.100
H -2.018 1.135 1.726
H 2.129 -0.528 0.850
H -6.686 -2.008 1.019
H -4.003 -1.411 -1.394
H -1.548 -0.593 -2.183
H -7.781 -2.298 -0.360
H -4.622 2.714 -1.230
H -0.477 2.587 0.468
H -4.955 1.538 2.382
H 7.756 1.464 1.736
H 5.602 1.595 -0.355
H 5.323 -3.365 1.261
H -2.538 3.139 -0.008
H 3.675 -0.047 1.599
H -6.521 -3.493 0.051
H -3.868 0.196 2.821
H -5.182 0.458 -1.083
H 0.850 -1.094 -2.534
H -4.258 -2.893 -0.437
H -6.291 1.107 0.130

Results
SMILES string = COCC(=O)N1CCC(Oc2ccc(C(=O)N3CCCC[C@@H]3COC)cc2)CC1
LUMO energy = 0.672 eV
Orbital gap = 9.141 eV
Total energy = -36550.967 eV
E_HOMO = -8.47 eV

[6]
The following is a DFT calculation (ωB97M-V with the def2-TZVPD basis set) of a gas-phase ion, HN2O4S (charge -1) at a distorted geometry.

Geometry (Å):
S -1.154 -0.333 -1.105
O -1.710 0.946 -1.637
O 2.187 0.493 1.108
O -2.107 -1.166 -0.339
O 1.337 -1.404 0.325
N 0.052 0.398 0.370
N 1.324 -0.225 0.568
H 0.071 1.290 0.708

Results
LUMO energy (spin up / spin down) = 3.811 / 0.935 eV
Orbital gap (spin up / spin down) = 4.622 / 6.526 eV
Net charge = -1
Total energy = -22015.648 eV
E_HOMO (spin up / spin down) = -0.81 / -5.59 eV
Spin multiplicity = 3